DFT (the ωB97M-V functional and the def2-TZVPD basis) results for a structure of composition C5H11N3 in a non-equilibrium geometry.

Each line ends with the Mulliken charge.
Atoms and positions in Å:
C  -2.046519  0.772912  -1.244304  -0.95
C  -0.934549  -0.331611  -1.228027  0.34
C  0.147864  -0.127099  -0.024571  -0.09
C  1.266588  -0.398372  1.844774  -0.31
C  2.048435  0.663515  1.060890  -0.49
H  -1.671442  1.464126  -0.088435  0.23
H  -1.577094  1.500736  -2.017021  0.26
H  -3.518707  0.505664  -1.218218  0.30
H  -0.065501  -0.631421  -2.061793  0.31
H  -1.881890  -1.792293  0.101887  0.27
H  -1.014612  -2.481483  -1.010294  0.26
H  1.003140  -0.218194  2.879471  0.34
H  1.920628  -1.261407  1.857024  0.20
H  2.081676  1.729988  1.500951  0.20
H  3.242008  0.694490  0.424431  0.22
H  1.184984  1.609977  -0.761204  0.27
N  -1.640417  -1.711252  -0.899997  -0.72
N  0.171200  -0.642334  1.073535  -0.43
N  1.284206  0.654062  -0.189099  -0.22

Force components x, y, z for each atom (eV/Å):
C 0.9 2.7 2.2
C 1.6 -4.5 2.4
C -0.4 2.7 -3.6
C 3.3 0.0 0.8
C 3.2 3.9 -2.8
H -1.9 -2.0 -3.4
H -2.1 -0.8 0.9
H 5.3 0.6 -0.4
H -3.1 1.4 1.1
H 0.2 0.8 -0.6
H 0.7 -0.3 -0.4
H 0.2 0.6 0.2
H 0.0 -0.7 0.2
H -0.4 -1.6 -0.3
H -2.8 -1.1 3.1
H 0.4 -3.0 1.8
N 0.1 1.9 -0.2
N -4.4 -4.2 2.2
N -0.7 3.6 -3.4

For the total energy, the calculation gives -361.14890 Eh. The value obtained for the LUMO energy is 0.755 eV. As for the relative energy (zero: lowest compared OMol25 entry of this formula, charge and spin): 150.9 kcal/mol. As for the HOMO energy: -8.272 eV.

***

DFT (the ωB97M-V functional and the def2-TZVPD basis) results for an isolated molecule of C3H5BrS in a non-equilibrium geometry.

Each line ends with the Mulliken charge.
Atoms and positions in Å:
C  1.282490  0.493911  -0.332979  -1.34
C  -0.114422  0.036742  0.127903  0.38
S  0.448690  -2.060751  0.601828  -0.27
C  -1.293251  0.758456  -0.094420  -0.41
Br  -3.122924  0.055102  0.124212  -0.16
H  1.129330  1.280335  -0.939839  0.42
H  1.676073  -0.289268  -0.814669  0.44
H  1.842287  0.655700  0.589095  0.34
H  -0.713386  -2.561118  1.291714  0.16
H  -1.134886  1.630894  -0.552842  0.44

Force components x, y, z for each atom (eV/Å):
C -2.8 -0.4 4.7
C -1.4 -1.1 -0.8
S -3.1 2.4 0.6
C 2.0 -6.8 2.5
Br 1.8 0.8 -0.1
H 0.1 3.1 -2.0
H 1.7 -2.8 -2.0
H 0.3 0.5 -0.3
H 1.6 0.9 -1.0
H -0.1 3.5 -1.5

As for the SMILES: C/C(S)=C/Br. For the total energy, the calculation gives -3089.39271 Eh. The value obtained for the LUMO energy is -0.114 eV. As for the relative energy (zero: lowest compared OMol25 entry of this formula, charge and spin): 60.4 kcal/mol. As for the HOMO energy: -9.191 eV.

***

Among the records above, which one has the highest total energy?
C5H11N3

***

The highest relative energy (zero: lowest compared OMol25 entry of this formula, charge and spin) belongs to which entry?
C5H11N3

***

Look up the total energy of the second one.
-3089.39271 Eh

***

What is the total energy in the second record?
-3089.39271 Eh